No. 1
Formula: C15H24N3O
Source: the Open Molecules 2025 dataset
Level of theory: wB97M-V/def2-TZVPD

```
! RIJCOSX wB97M-V def2-TZVPD def2/J DEFGRID3
* xyz 1 1
C -3.391 -1.848 0.736
C -2.671 -2.223 -0.532
C -2.545 -3.573 -0.865
C -1.923 -3.980 -2.036
C -1.422 -3.033 -2.913
C -1.535 -1.687 -2.591
C -2.147 -1.274 -1.408
C -2.179 0.201 -1.104
N -1.299 0.546 0.027
C -0.021 0.043 0.103
N 0.170 -1.055 0.801
C 1.485 -1.678 1.082
C 2.520 -1.150 0.098
C 2.324 0.359 0.075
N 1.020 0.655 -0.561
H -4.462 -1.750 0.541
H -3.058 -0.899 1.158
H -3.284 -2.635 1.482
H -2.947 -4.317 -0.187
H -1.839 -5.035 -2.261
H -0.949 -3.342 -3.836
H -1.145 -0.944 -3.280
H -3.181 0.547 -0.850
H -1.849 0.742 -1.995
H -1.569 1.252 0.691
H -0.537 -1.170 1.521
H 1.736 -1.462 2.121
H 1.383 -2.760 0.992
H 2.292 -1.538 -0.898
H 3.516 -1.469 0.395
H 2.232 0.703 1.107
H 3.104 0.915 -0.437
H 1.021 0.362 -1.538
C 1.113 4.155 0.622
C 1.884 3.889 1.891
O 1.432 3.162 2.747
C 3.236 4.540 2.025
H 0.163 3.629 0.677
H 0.929 5.221 0.479
H 1.682 3.788 -0.235
H 3.136 5.625 1.978
H 3.886 4.228 1.206
H 3.687 4.260 2.974
*
```

Output
Energy relative to the best compared isomer or geometry (same formula, charge and spin) ... 0.000 eV
Strongest force on any atom ... 0.0358 hartree/bohr
Electronic energy ... -22456.02738 eV
Kohn-Sham gap ... 8.3948 eV

Atomic partial charges in e from the natural (NBO) method, atoms 1 to 4: number 1, C, carries -0.654; number 2, C, carries 0.001; number 3, C, carries -0.203; number 4, C, carries -0.187

***

No. 2
Formula: C7H12
Source: the Open Molecules 2025 dataset
Level of theory: wB97M-V/def2-TZVPD

```
! RIJCOSX wB97M-V def2-TZVPD def2/J DEFGRID3
* xyz 0 1
C 1.846 -0.493 0.566
C 1.211 0.322 -0.527
C -0.001 -0.088 -1.307
C -0.903 -1.137 -0.635
C -1.475 -0.358 0.756
C -1.071 1.111 0.590
C -0.005 1.190 -0.456
H 2.506 -1.245 0.121
H 2.447 0.166 1.200
H 1.126 -1.010 1.206
H 1.953 0.823 -1.145
H 0.026 -0.014 -2.395
H -1.498 -1.641 -1.433
H -0.326 -1.973 -0.218
H -2.510 -0.376 1.161
H -0.885 -0.797 1.570
H -0.678 1.588 1.494
H -1.921 1.720 0.247
H 0.157 2.211 -0.795
*
```

Output
Energy relative to the best compared isomer or geometry (same formula, charge and spin) ... 1.254 eV
Strongest force on any atom ... 0.0270 hartree/bohr
SMILES ... C[C@H]1[C@H]2CCC[C@@H]12
Electronic energy ... -7452.17775 eV
Kohn-Sham gap ... 10.6499 eV

Atomic partial charges in e from the natural (NBO) method, atoms 1 to 4: number 1, C, carries -0.615; number 2, C, carries -0.225; number 3, C, carries -0.238; number 4, C, carries -0.413

***

No. 3
Formula: C3H3O2S
Source: the Open Molecules 2025 dataset
Level of theory: wB97M-V/def2-TZVPD

```
! RIJCOSX wB97M-V def2-TZVPD def2/J DEFGRID3
* xyz -1 1
C 0.060 0.924 0.699
C 0.473 0.088 -0.474
O 1.350 0.389 -1.229
C -0.433 -1.114 -0.649
O -1.507 -1.016 -1.423
S 0.142 -2.422 0.204
H 0.888 1.455 0.875
H -0.888 1.473 0.532
H -0.084 0.223 1.465
*
```

Output
Energy relative to the best compared isomer or geometry (same formula, charge and spin) ... 0.321 eV
Strongest force on any atom ... 0.0942 hartree/bohr
SMILES ... CC(=O)C([O-])=S
Electronic energy ... -18090.77177 eV
Kohn-Sham gap ... 7.5794 eV

Atomic partial charges in e from the natural (NBO) method, atoms 1 to 4: number 1, C, carries -0.723; number 2, C, carries 0.534; number 3, O, carries -0.575; number 4, C, carries 0.190